No. 1
The following is a DFT calculation (the ωB97M-V functional and the def2-TZVPD basis) of one molecule with the formula C19H22N4O4S in a non-equilibrium geometry.

Its structure (SMILES) is COc1ccc(S(=O)(=O)N(C)C)cc1N[C@H](C)C(=O)Nc1cccc(C#N)c1. The calculation puts the HOMO energy at -0.299 Ha. The calculation puts the relative energy (zero: lowest compared OMol25 entry of this formula, charge and spin) at 2.7895 eV. The total energy is -1655.3811 a.u. Its spin multiplicity is 1.

XYZ file:
```
50
Properties=species:S:1:pos:R:3:mulliken_charge:R:1
C -1.95213 2.48276 0.81747 -1.12
H -0.96046 2.58907 1.26791 0.43
O -2.02599 1.34420 -0.00722 -0.34
C -1.73821 0.11732 0.54285 1.14
C -1.52678 -0.07428 1.89955 -0.47
C -1.23299 -1.33056 2.40963 -1.11
C -1.15708 -2.39675 1.54172 -0.31
C -1.35712 -2.22897 0.18811 -0.69
C -1.65441 -0.97781 -0.34785 0.41
N -1.90418 -0.88631 -1.70330 -0.25
H -1.62644 -1.72880 -2.18858 0.29
C -1.65939 0.31633 -2.46828 0.25
C -1.54396 -0.03524 -3.95022 -1.75
H -1.42414 0.86276 -4.55165 0.39
H -2.44063 -0.55611 -4.27739 0.44
H -0.68138 -0.67778 -4.11613 0.43
H -2.49916 1.00446 -2.31231 0.40
C -0.35966 0.99163 -2.00051 0.21
O 0.53329 0.37014 -1.47293 -0.69
N -0.33492 2.32959 -2.26527 0.11
C 0.63464 3.26999 -1.91752 0.78
C 1.79973 2.93092 -1.23957 -0.36
C 2.71781 3.92782 -0.91846 0.10
C 2.48873 5.25806 -1.26908 -0.63
C 1.32709 5.58336 -1.94442 -0.67
C 0.40677 4.60292 -2.26530 -0.67
H -0.49948 4.86779 -2.79215 0.40
H 1.13531 6.60843 -2.22290 0.40
H 3.21334 6.01554 -1.01295 0.50
C 3.90119 3.58420 -0.22145 -0.08
N 4.86103 3.32192 0.34683 -0.51
H 1.99038 1.90681 -0.96432 0.73
H -1.15636 2.71691 -2.70895 0.23
H -1.28981 -3.09392 -0.45317 0.45
S -0.62075 -3.99738 2.13170 1.19
O -0.95440 -4.13256 3.51875 -0.72
O -1.06162 -5.00842 1.21556 -0.71
N 1.05074 -3.93377 2.02813 0.02
C 1.55726 -3.87175 0.68029 -0.83
H 1.47801 -2.86398 0.25158 0.27
H 0.97463 -4.57065 0.08576 0.31
H 2.60340 -4.17890 0.67565 0.34
C 1.66762 -3.02360 2.95899 -0.84
H 1.14768 -3.13087 3.90737 0.31
H 2.71534 -3.29627 3.08836 0.33
H 1.60883 -1.98080 2.62032 0.29
H -1.08015 -1.48555 3.46427 0.50
H -1.58728 0.75865 2.58076 0.44
H -2.14154 3.33337 0.16321 0.25
H -2.71283 2.46149 1.60342 0.40
```



No. 2
The following is a DFT calculation (the ωB97M-V functional and the def2-TZVPD basis) of a 7-piece molecular cluster, C19H39N4O11 overall in a non-equilibrium geometry.

The calculation puts the HOMO energy at 0.154 Ha. The charge is -3. The total energy is -1793.7275 a.u. Its spin multiplicity is 1.

XYZ file:
```
73
Properties=species:S:1:pos:R:3:mulliken_charge:R:1
C 0.25587 1.00004 0.56461 0.42
C -1.11826 1.06593 -0.10299 0.24
O -2.12387 1.49059 0.55612 -0.83
O -1.20228 0.82923 -1.35179 -0.55
H 0.71218 1.98675 0.48547 -0.22
H 0.84556 0.23840 0.05446 -0.10
H 0.09335 0.69058 1.59706 0.08
O -0.63294 3.82624 -2.55302 -0.91
C 0.51868 4.15729 -1.80873 0.41
C 2.04007 3.72608 -2.32974 -0.75
O 2.31523 2.36268 -2.70137 -0.80
H 0.40788 3.65029 -0.85019 -0.49
H 0.50396 5.20800 -1.51910 0.25
H 2.82007 4.06354 -1.64722 0.01
H 2.26708 4.41341 -3.14469 0.45
C -1.26656 -2.51622 1.91373 0.00
C -0.49131 -2.95304 3.17337 -0.56
O 0.35761 -3.87533 2.73186 -0.20
C 0.48603 -3.68956 1.37579 0.38
O 1.47185 -4.14755 0.77895 -0.57
O -0.30645 -2.75022 0.92290 0.04
H -1.62986 -1.49549 2.03302 -0.08
H -2.11685 -3.15281 1.66906 0.32
H -1.10332 -3.44081 3.93207 0.29
H 0.03984 -2.10812 3.61166 0.36
C 3.05918 5.23014 1.53861 -0.75
C 3.38111 3.86326 2.11992 0.64
O 3.77776 3.80502 3.26449 -0.70
N 3.28495 2.78192 1.29103 0.10
C 3.59958 1.45911 1.77106 -0.94
H 2.71827 5.09436 0.51223 0.08
H 3.91937 5.89091 1.64604 0.27
H 2.23422 5.72515 2.05097 0.27
H 2.89348 2.87359 0.36450 0.15
H 4.64172 1.20562 1.57667 0.32
H 3.05345 0.76104 1.13659 0.09
H 3.47685 1.23400 2.83047 0.31
C -3.18441 -2.77151 -5.37972 -1.39
C -2.39749 -2.27741 -4.10774 0.67
O -1.56142 -1.41312 -4.18568 -0.48
N -2.92663 -2.63262 -2.95298 -0.06
C -2.32376 -2.24951 -1.67517 -0.68
H -4.19457 -2.43625 -5.14457 0.34
H -3.21534 -3.84875 -5.54317 0.35
H -2.75039 -2.35810 -6.29012 0.31
H -3.75029 -3.21716 -2.95244 0.25
H -2.76149 -2.90989 -0.92657 0.30
H -2.67011 -1.25253 -1.40282 0.29
H -1.24243 -2.36351 -1.59894 0.01
C -1.90615 -0.00697 4.87435 -0.59
C -3.33202 0.25238 4.40287 0.71
O -4.20743 -0.10493 5.17874 -0.69
N -3.54438 0.77707 3.19815 -0.05
C -4.85919 0.84685 2.50860 -1.00
H -1.55891 -0.96115 4.47802 -0.31
H -1.81691 0.00277 5.96064 0.39
H -1.18286 0.69934 4.46683 0.35
H -2.77481 1.20983 2.70766 0.24
H -5.31344 -0.14033 2.59364 0.30
H -4.67281 1.14811 1.47777 0.33
H -5.48881 1.68868 2.79670 0.30
C 1.33371 -3.45936 -3.05594 -0.57
C 1.98462 -2.16475 -2.85951 0.69
O 1.42997 -1.19399 -3.36219 -0.54
N 3.10671 -2.01002 -2.06231 -0.18
C 3.77850 -0.65142 -1.92391 -0.73
H 0.25711 -3.31204 -2.97038 -0.10
H 1.67473 -4.16260 -2.29615 0.19
H 1.45865 -3.85843 -4.06253 0.32
H 3.55312 -2.74614 -1.53413 0.19
H 3.57604 -0.03847 -1.04561 0.01
H 3.45613 0.09460 -2.65029 0.35
H 4.84326 -0.68269 -2.15497 0.44
```



No. 3
The following is a DFT calculation (the ωB97M-V functional and the def2-TZVPD basis) of C6H10Br3CaNO2P2 as an isolated structure in a non-equilibrium geometry.

The calculation puts the HOMO energy at -0.542 Ha. The charge is +2. The calculation puts the relative energy (zero: lowest compared OMol25 entry of this formula, charge and spin) at 2.7453 eV. The total energy is -9521.4656 a.u. Its spin multiplicity is 1.

XYZ file:
```
25
Properties=species:S:1:pos:R:3:mulliken_charge:R:1
C -1.63202 1.80187 -1.98662 -0.72
C -1.21710 0.28258 -1.42517 0.22
O -0.74277 -0.64716 -2.27997 -0.50
N -1.37161 0.08581 0.07735 0.29
C -2.48812 -0.91333 0.28695 -0.92
P 0.15378 -0.40811 0.85520 0.12
C 1.59197 0.29571 -0.22148 -0.04
Br 1.71964 2.31409 -0.37219 -0.17
C 2.58207 -0.55689 -0.93648 0.45
C 2.50706 -2.20538 -0.87393 -0.97
Br 4.08407 0.26903 -2.01976 -0.06
P 0.42289 0.66114 2.79020 0.39
O 0.51463 -0.59406 3.99922 -0.58
Br -1.40339 1.98872 3.03143 -0.18
H -2.80096 1.86149 -1.97384 0.30
H -1.11517 2.54970 -1.21234 0.17
H -1.20239 2.00413 -3.07193 0.30
H -3.18863 -0.84728 -0.67480 0.36
H -2.13916 -2.02840 0.35958 0.35
H -3.17633 -0.56671 1.19018 0.27
H 1.90800 -2.57717 -1.82949 0.30
H 3.63019 -2.59706 -0.90066 0.37
H 2.00221 -2.63517 0.08766 0.34
H 0.96444 -1.37429 3.51663 0.40
Ca 0.39670 3.83674 3.58427 1.52
```



No. 4
The following is a DFT calculation (the ωB97M-V functional and the def2-TZVPD basis) of a 6-piece molecular cluster, H12O6 overall.

Its structure (SMILES) is O.O.O.O.O.O. The calculation puts the HOMO energy at -0.396 Ha. The calculation puts the relative energy (zero: lowest compared OMol25 entry of this formula, charge and spin) at 1.9773 eV. The total energy is -458.5998 a.u. Its spin multiplicity is 1.

XYZ file:
```
18
Properties=species:S:1:pos:R:3:mulliken_charge:R:1
H -0.56515 -0.40551 0.32172 0.26
H 0.30199 -0.31551 -0.92327 0.32
H -0.14288 1.51114 2.50734 0.30
H 0.12747 0.13945 1.91116 0.33
H -1.52954 2.32092 -4.98320 0.32
H -1.82233 1.84365 -3.57022 0.32
H -3.40779 0.35007 1.41513 0.31
H -4.62055 -0.30915 0.77899 0.31
H 2.36883 -1.47643 2.96634 0.31
H 3.00905 -1.37313 4.34093 0.32
H 2.95497 0.01120 -2.26851 0.32
H 3.78840 -1.25044 -2.11456 0.31
O -0.61372 -0.41880 -0.64080 -0.59
O -0.03260 1.05727 1.66423 -0.63
O -1.70204 1.52281 -4.47110 -0.64
O -3.69427 -0.46774 0.99310 -0.61
O 2.51410 -1.97776 3.77662 -0.64
O 3.06605 -0.76202 -1.70390 -0.63
```



No. 5
The following is a DFT calculation (the ωB97M-V functional and the def2-TZVPD basis) of C5H9NO as an isolated structure in a non-equilibrium geometry.

The calculation puts the HOMO energy at -0.370 Ha. The calculation puts the relative energy (zero: lowest compared OMol25 entry of this formula, charge and spin) at 3.1226 eV. The total energy is -325.8228 a.u. Its spin multiplicity is 1.

XYZ file:
```
16
Properties=species:S:1:pos:R:3:mulliken_charge:R:1
C 1.43582 1.01741 0.50773 -0.05
C 0.31961 1.15166 -0.50713 -1.02
C -0.14164 -0.13120 0.24433 1.74
C 0.01746 -1.53353 -0.41845 -0.94
C -1.45558 0.19323 0.95181 -1.55
N 1.03266 -0.01172 1.16829 -0.75
O 0.39077 -1.64289 -1.85949 -0.53
H 2.28759 1.68701 0.52942 0.38
H -0.26298 2.02250 -0.30106 0.34
H 0.62287 1.05054 -1.53919 0.25
H -0.86602 -2.07006 -0.26743 0.41
H 0.82829 -2.00788 0.21064 0.34
H 1.10551 -0.96545 -1.97702 0.30
H -2.18407 0.59275 0.16146 0.29
H -1.21293 1.13131 1.49617 0.33
H -1.91736 -0.48367 1.59992 0.45
```



No. 6
The following is a DFT calculation (the ωB97M-V functional and the def2-TZVPD basis) of one molecule with the formula C2H4ClNO in a non-equilibrium geometry.

Its structure (SMILES) is [H]/N=C(\Cl)CO. The calculation puts the HOMO energy at -0.382 Ha. The calculation puts the relative energy (zero: lowest compared OMol25 entry of this formula, charge and spin) at 1.8395 eV. The total energy is -668.7365 a.u. Its spin multiplicity is 1.

XYZ file:
```
9
Properties=species:S:1:pos:R:3:mulliken_charge:R:1
C 0.75631 0.28155 0.20478 0.41
C -0.59866 -0.74124 -0.19616 -0.32
N 0.74005 1.51876 -0.04452 -0.56
O -1.73553 -0.54735 0.49674 -0.48
Cl 2.33668 -0.40827 0.61557 -0.21
H -0.53503 -1.88095 -0.16360 0.31
H -0.70805 -0.60508 -1.26963 0.25
H 1.65645 1.97965 -0.01971 0.27
H -1.91222 0.40292 0.37653 0.33
```



Orbital gap readings, ordered: 8.252 1.437 5.540 10.996 10.886 11.083 eV